[1]
Here is one molecule with the formula C3H5N3 from the Open Molecules 2025 dataset. Energies are from wB97M-V/def2-TZVPD.

Properties
- Kohn-Sham gap (eV) = 10.58
- relative energy (zero: lowest compared OMol25 entry of this formula, charge and spin) (eV) = 1.4229
- SMILES string = Cn1ccnn1
- lowest unoccupied orbital energy (Ha) = 0.0312

The geometry in XYZ format:
```
11
Properties=species:S:1:pos:R:3:forces:R:3
N 0.20799 0.13130 0.23976 0.35 -0.21 -0.40
H 1.55144 -0.09001 1.78051 0.01 -0.15 0.13
N -0.77822 1.81945 -0.58601 -0.23 -0.23 0.34
H 0.05046 -1.06868 1.94169 0.22 0.14 -0.05
N -0.02013 1.43681 0.39914 -0.36 -0.26 0.15
C 0.82098 -0.70010 1.25546 0.14 0.13 0.05
H 1.30454 -1.56323 0.78170 -0.07 0.33 0.09
C -1.05608 0.75132 -1.37888 0.31 0.11 -0.22
H 0.01678 -1.25006 -1.32840 -0.72 -0.19 0.18
C -0.35626 -0.33469 -0.89164 -0.11 0.52 -0.36
H -1.74151 0.86790 -2.21333 0.47 -0.18 0.08
```
Forces are in eV/Å.

---

[2]
Here is one molecule with the formula C4H8O2 in a non-equilibrium geometry from the Open Molecules 2025 dataset. Energies are from wB97M-V/def2-TZVPD.

Properties
- Kohn-Sham gap (alpha / beta) (eV) = 7.75 / 8.21
- relative energy (zero: lowest compared OMol25 entry of this formula, charge and spin) (eV) = 4.5524
- lowest unoccupied orbital energy (alpha / beta) (Ha) = 0.0313 / 0.0377

The geometry in XYZ format:
```
14
Properties=species:S:1:pos:R:3:forces:R:3
H 0.38038 -2.47286 1.56152 0.11 0.07 -0.10
C -0.72777 1.51785 -1.55153 -0.01 -0.02 -0.32
O -0.51719 1.74786 -0.16139 -0.10 -0.01 0.17
H -0.06044 0.73545 -1.93681 -0.12 0.12 0.06
C -1.13512 0.85511 0.66108 -0.21 0.54 -0.16
H 2.07359 -1.98583 1.36088 -0.13 0.00 -0.07
H 1.11213 -0.08028 -0.31667 -0.04 -0.12 0.09
C 1.09662 -2.03401 0.86011 0.01 -0.05 0.05
H -1.70213 1.25173 1.49430 0.07 0.00 -0.09
O -0.46117 -0.23441 0.97748 -0.63 -0.32 0.72
H -1.76545 1.22056 -1.73857 0.15 0.09 0.03
H -0.51081 2.45661 -2.06673 -0.03 -0.15 0.08
C 0.61974 -0.69303 0.42886 0.95 -0.25 -0.57
H 1.20696 -2.72352 0.01197 -0.03 0.11 0.11
```
Forces are in eV/Å.

---

[3]
Here is C15H17F3NO5S2 as an isolated structure in a non-equilibrium geometry from the Open Molecules 2025 dataset. Energies are from wB97M-V/def2-TZVPD.

Properties
- Kohn-Sham gap (eV) = 8.44
- relative energy (zero: lowest compared OMol25 entry of this formula, charge and spin) (eV) = 2.6223
- net charge = -1
- lowest unoccupied orbital energy (Ha) = 0.0919

The geometry in XYZ format:
```
43
Properties=species:S:1:pos:R:3:forces:R:3
F 2.96465 1.48840 -6.96583 0.16 -2.65 -0.38
F 4.06738 -0.40771 -7.56174 -2.58 1.32 0.39
H 3.25847 1.97368 -2.44235 -0.86 0.04 -0.14
C -0.05975 0.17512 3.22225 0.03 0.12 -0.02
H 0.95438 0.14791 1.32648 -0.04 0.14 -0.01
H -2.48321 -1.58106 2.26020 -0.03 0.00 0.07
C 0.71970 2.14679 2.07609 0.04 0.22 0.12
C -2.97229 -2.04104 3.11145 -0.03 -0.04 0.03
H -2.73780 -4.04131 2.36142 -0.03 0.05 0.05
C -3.75151 -4.01323 4.25639 0.00 0.08 0.02
F 1.81799 -0.13370 -8.00499 2.31 0.30 1.34
C 2.45189 0.39024 -4.44285 1.08 -0.65 0.50
O 2.44062 4.02752 -1.75697 -0.29 -3.27 -1.55
S 0.82302 1.22272 -4.20112 -5.77 0.77 -2.33
C 0.57405 0.76511 2.13302 -0.04 -0.05 0.10
C -4.23718 -3.22073 5.29133 0.05 0.01 -0.06
H -1.04345 0.50841 5.10529 0.04 0.01 -0.03
H -4.45613 -1.22155 6.04961 0.02 -0.04 -0.06
C -0.39235 2.34926 4.20573 0.00 -0.01 -0.04
C -3.11789 -3.42316 3.16761 -0.03 0.04 0.06
H 0.35494 4.01649 3.07193 0.00 -0.07 -0.02
H 2.66890 -0.22356 -3.50924 -0.41 0.64 -1.19
C -4.08348 -1.83920 5.23944 0.02 -0.05 -0.07
O 0.36396 1.63013 -5.59305 2.14 -0.54 2.80
H -3.33635 -0.17186 4.10726 0.02 -0.08 -0.03
H -4.73455 -3.68006 6.13861 0.04 0.02 -0.04
O 3.55761 -1.55477 -5.42758 -0.98 0.15 0.22
H -0.17519 -0.90274 3.26488 0.00 0.06 0.02
O 1.61642 1.96331 -0.76676 1.09 -0.25 -3.16
O -0.24659 0.27393 -3.68463 3.63 1.34 -0.18
H -0.76535 2.96727 5.01613 0.01 -0.04 -0.04
C -0.54587 0.96791 4.25771 0.03 0.03 -0.01
H 3.30296 -2.44821 -5.71677 0.00 0.66 0.09
H 3.29339 1.15225 -4.52641 -1.28 -0.81 -0.11
N 0.89190 2.65362 -3.27831 3.33 -3.01 0.31
C 2.84717 0.10499 -7.07375 -0.70 0.49 -0.22
H 1.20815 2.60479 1.22495 -0.08 -0.12 0.04
C 0.23836 2.93902 3.11417 -0.04 -0.22 0.06
C 2.47645 -0.62091 -5.67978 0.37 0.02 0.24
C -3.45315 -1.24900 4.14899 -0.04 -0.05 0.02
S 2.07202 2.58436 -2.05876 -2.28 4.29 3.36
H 1.49463 -1.18858 -5.75885 1.10 1.10 -0.13
H -3.86692 -5.09084 4.29880 0.01 0.06 0.00
```
Forces are in eV/Å.

---

[4]
Here is a 11-piece molecular cluster, C42H84O20S6 overall in a non-equilibrium geometry from the Open Molecules 2025 dataset. Energies are from wB97M-V/def2-TZVPD.

Properties
- Kohn-Sham gap (eV) = 10.05
- SMILES string = O=S1(=O)CCCC1.O=S1(=O)CCCC1.O=S1(=O)CCCC1.O=S1(=O)CCCC1.O=S1(=O)CCCC1.O=S1(=O)CCCC1.CCOC(C)=O.CCOC(C)=O.CCOC(C)=O.CC(C)=O.CC(C)=O
- lowest unoccupied orbital energy (Ha) = 0.0179

The geometry in XYZ format:
```
152
Properties=species:S:1:pos:R:3:forces:R:3
H -4.70774 2.13153 -3.26720 0.97 0.37 -0.75
S 4.08502 0.83614 -1.77885 4.39 0.06 -2.32
C -3.90154 0.63157 2.16844 0.02 1.10 0.10
C 2.78594 2.58829 3.95849 1.53 -0.89 1.14
O 1.05960 0.90766 2.88048 0.31 0.66 -0.30
H 4.90628 2.73907 3.33199 0.51 -0.71 0.51
H 5.54492 -3.97293 1.72877 0.58 -0.65 0.12
O -0.50627 -3.41834 -1.01646 -0.67 0.63 0.10
H 1.87762 -2.32351 -2.74060 0.07 0.21 0.70
H -5.42117 -2.49087 5.00229 -0.16 -0.20 -0.31
H -5.21296 -4.15157 -0.14868 0.76 -0.09 -0.48
C 3.44229 -5.61145 -3.86926 -1.71 0.69 0.21
H 1.64750 -0.91524 1.73401 0.00 -0.05 -0.23
H 6.57959 0.62817 -4.28814 0.44 0.35 -0.28
H 0.94754 -3.97088 -3.63829 1.05 -1.77 -0.07
H 5.87349 -1.73158 2.66878 0.11 0.14 0.28
H 5.92703 -2.80572 0.39664 -0.38 -0.36 0.46
H 0.50020 0.65808 0.44221 -0.39 -0.45 0.04
O 5.40227 -4.52955 -3.08168 0.11 1.52 1.47
C -1.87140 2.65959 -3.71508 1.09 1.52 0.11
S 2.16397 -1.40355 -4.85465 -2.43 1.05 1.00
H 6.71810 -5.47564 -4.97684 0.15 0.32 -0.36
C -4.96584 1.13293 1.15629 1.75 0.53 1.09
H -4.00363 -2.05489 -2.78816 0.02 0.12 0.24
S -0.32294 -2.82525 0.30114 2.13 -1.55 -1.69
H 0.55362 -1.21119 -3.17322 -1.19 2.00 0.80
C 0.48471 -0.37025 0.04265 -0.37 1.25 -0.45
H -3.71932 8.40947 4.53379 0.34 -1.02 -0.42
H -1.05654 -1.15736 1.48496 -0.04 0.75 0.77
C 4.85366 -5.15267 -3.93151 1.25 -2.39 -1.59
C -3.33793 7.35725 4.60062 -0.24 0.44 -0.05
H -1.88014 2.14708 0.75116 0.01 0.09 0.30
H -4.12192 6.68878 4.98538 -0.01 0.24 -0.61
C 1.16275 -1.98186 -3.46816 2.31 -1.40 -1.40
H -5.03807 -0.83411 4.52034 -0.04 0.08 -0.03
H -3.67042 -2.00657 2.92375 0.56 -0.53 0.90
O 2.36929 0.00344 -4.72384 0.28 1.16 -0.13
O -3.45662 0.35671 5.53933 0.83 2.11 -0.40
H 1.01222 -3.91096 -6.03176 0.20 -0.26 -0.01
H -2.85854 3.19434 -5.51907 0.14 0.31 0.04
H 1.83040 -3.23407 1.26714 -0.10 -0.11 0.40
O -3.49661 1.49160 -0.94584 0.79 -0.85 -1.58
C 4.71752 1.41891 -3.47477 -1.21 -0.61 0.86
C -4.60325 5.49385 2.67406 -0.30 -0.78 0.13
H -2.54329 3.65772 1.45303 -0.27 -0.35 -0.60
C -2.74376 2.58848 1.26290 1.15 1.04 0.43
H -3.18127 -0.06471 1.69173 -0.70 0.13 0.30
O 3.85356 -2.21516 3.06909 0.44 -1.08 -1.21
H -2.14050 5.76924 3.74638 -0.57 1.21 -0.71
H 3.84759 1.54197 -4.15163 0.50 0.05 0.69
C -3.44498 -1.71619 -1.89806 0.20 -2.43 0.18
O 4.51584 -0.40550 4.15552 -0.68 -0.26 -0.02
H 4.64985 -1.11635 1.53496 0.25 0.29 0.19
C -4.62386 -1.77388 4.85881 0.69 -0.45 0.52
O 4.97835 1.42795 -0.78428 -0.74 -0.05 -0.25
C -4.28650 -3.88813 -0.70343 0.41 0.42 1.01
H -1.64298 -0.97278 -0.19135 0.23 0.09 0.27
H -2.65251 7.32155 5.39937 1.13 0.36 1.15
H -5.75333 1.59395 1.70817 -0.54 0.76 0.15
C 0.43304 -3.15576 -4.04172 -0.87 -0.65 0.85
C 0.84554 -1.74291 -6.00588 -0.42 -0.30 0.61
H 2.24407 3.00231 4.80923 0.09 0.76 -0.34
C 5.61959 0.26089 -3.97792 -0.20 -0.55 -0.06
O -3.67028 6.45845 2.43151 -0.77 -0.41 -0.92
H -0.91106 3.17384 -4.01662 -0.92 -0.76 0.29
C 5.89503 -0.75059 -2.82123 0.22 -0.59 -0.33
H 1.97497 -2.33779 4.68291 -0.28 -0.61 -0.18
O -4.11010 -1.62069 6.20104 -0.22 0.03 0.36
H -5.34764 5.54332 0.67975 0.61 -0.54 -0.90
H 2.40689 2.49486 0.49141 -0.79 -0.13 -1.48
H 3.15766 4.47001 1.57786 0.23 -0.10 0.21
H 1.87333 -3.06218 -0.47469 -0.09 0.41 0.09
C -4.20689 2.16849 -4.27664 -0.97 -0.37 0.45
C 5.68724 -5.78246 -5.04314 -1.53 -0.36 -0.20
H -1.96700 2.70832 -2.62538 -0.10 -0.25 -0.19
C -3.47614 -0.44196 6.41178 -0.84 -2.42 0.94
H -2.60103 -1.44825 8.15357 -0.34 -0.27 -0.25
H 4.75086 -1.14626 -0.93961 0.57 -0.28 0.17
H -1.92541 0.10410 7.74089 -0.42 0.04 0.14
O 3.32317 -2.19840 -5.08066 0.85 -1.42 -0.32
S -4.05105 2.26475 0.11356 -2.14 1.45 1.23
H 6.28097 -1.76270 -3.16162 -0.69 1.26 0.30
H 4.65732 3.48677 1.25818 -0.73 0.33 0.06
H 5.10445 -5.50907 -5.94373 0.97 -0.09 -0.14
C 0.38166 -3.16148 -5.58014 0.43 1.58 0.63
H -0.62033 -3.30927 -5.86822 -1.14 -0.29 -0.68
H -3.38414 -4.31211 -0.22140 -0.44 0.18 0.04
C 1.64882 -1.11203 0.65663 1.10 -1.08 0.06
H 5.18508 -0.27931 -4.86103 0.03 0.67 0.96
C -3.55165 0.75000 -4.51157 -0.99 0.67 -0.77
O -1.16233 0.15976 -3.22740 -0.80 0.31 -0.85
S 1.64893 2.22389 2.66639 -0.02 -0.59 0.53
H 3.51776 1.45746 1.41658 -0.63 0.45 -0.04
O -4.83185 -1.76911 0.15575 1.14 -0.09 -0.99
H -5.06375 2.39969 -4.96399 0.93 -0.50 0.26
H 1.30904 -1.71367 -6.95260 0.26 0.06 -1.38
H 2.64028 -0.81909 0.27720 -0.47 0.15 0.02
O -4.83890 3.44814 -0.23655 0.76 -0.91 0.23
H -2.14276 1.59929 3.11385 -0.54 0.21 -0.55
C 2.45564 -1.38850 4.80718 -1.05 -0.08 0.24
C 2.87209 2.36803 1.41956 0.89 -1.95 -0.01
H 4.24293 -3.45696 0.69884 0.80 0.46 0.12
H 0.52246 -0.18437 -1.05841 0.06 -0.73 0.75
H 3.20530 1.66457 4.39744 -0.53 -0.10 -0.56
C 4.01116 3.31269 3.31153 -1.67 2.43 0.25
H -3.39216 -0.66642 -1.90539 -0.05 1.29 0.47
H -6.68583 4.86540 1.64464 2.03 1.21 0.70
H -3.51746 0.03103 8.61126 0.73 -0.61 -1.43
C 1.45668 -2.63948 0.44847 -0.01 0.77 -0.32
C -4.18726 -2.37538 -0.69450 -0.79 0.43 -0.13
C 5.20265 -3.12684 1.17169 -1.26 -0.01 -0.18
O 2.69746 0.90204 -1.64537 -3.30 0.48 0.68
H 6.62883 -0.31579 -2.16617 0.74 0.15 0.13
H 3.43240 -6.61247 -3.40594 -0.06 0.31 -0.29
C -3.47600 -2.30350 3.98768 -1.66 -0.38 -0.71
H -2.41662 -2.14457 -2.06509 -0.93 0.29 0.45
O 0.76469 3.33447 2.44755 -0.59 0.40 0.14
H 5.14086 2.38312 -3.16943 0.42 -0.33 -0.56
H -3.44601 -3.38767 4.11192 -0.09 -0.03 -0.44
C -2.63228 6.73712 3.38850 -0.76 -1.21 0.94
H -4.24578 -4.24327 -1.70955 -0.30 -0.42 -0.71
H 0.06590 -0.93897 -5.91296 0.82 -0.74 0.08
O -4.47243 4.66358 3.55727 -0.32 0.96 -0.92
H -2.53117 -1.98764 4.36881 0.64 0.78 -0.08
H -3.57061 2.62709 3.30737 0.18 -1.05 -1.16
H -3.40485 4.21323 -4.19792 0.13 0.31 0.42
C 4.97788 -1.97622 2.12104 -1.08 0.49 -0.13
H -6.10959 6.65615 1.61640 -0.16 -0.64 0.60
C -3.07826 3.21784 -4.44623 -0.69 -1.19 -0.57
H -4.01508 0.02341 -3.84069 0.33 -0.07 -0.38
C -2.87072 -0.45983 7.80097 0.29 1.64 0.87
C -5.77767 5.59443 1.64838 -0.71 0.54 0.63
C -0.77204 -1.15768 0.45372 -0.30 0.85 -1.46
H 5.63616 -6.89172 -4.98545 -0.07 0.61 0.11
O -0.81557 -3.52927 1.42580 -1.15 -1.01 1.55
O -1.27763 0.96609 -5.58366 0.93 -0.19 -1.26
H 2.80910 -5.59831 -4.80039 1.11 -0.19 0.65
S -1.79948 0.97925 -4.25653 0.29 -0.09 2.01
H 2.53624 -1.21081 5.88498 0.62 0.13 -0.37
H 2.96235 -4.90622 -3.18760 -0.23 -0.27 0.18
C 3.69119 3.54066 1.80292 1.23 0.44 0.53
H -4.45383 0.18159 3.00741 0.70 0.08 -0.35
C -3.06956 1.91391 2.57791 -0.26 -0.86 1.33
H 1.76861 -0.63250 4.41589 0.03 0.01 -0.03
H -1.90760 7.36241 2.84553 -0.36 -0.17 0.42
H 4.18038 4.29612 3.82653 0.06 -0.93 -0.46
H -5.32628 0.36385 0.55525 -0.63 -1.26 -1.13
H 3.83620 -1.50825 -2.39480 1.07 1.22 0.25
H -3.54489 0.47375 -5.60295 -0.40 -0.04 1.22
H -0.49513 -3.32551 -3.48005 -0.34 0.62 -0.74
C 4.65668 -0.82877 -1.97232 -2.06 -1.72 -0.20
C 3.68971 -1.29672 4.00073 1.85 1.59 0.65
```
Forces are in eV/Å.

---

| no. | calculated total energy (Eh) |
| --- | --- |
| 1 | -281.537757 |
| 2 | -307.545132 |
| 3 | -2108.682622 |
| 4 | -5544.544873 |